# 1
C70H164N10O13 | ωB97M-V/def2-TZVPD

Element x y z (Å)
C 7.51087 -13.33335 6.20175
C 6.67354 -12.23931 6.85648
C 5.21811 -11.89650 6.31951
O 5.13335 -11.54081 4.94862
C 5.30341 -10.13453 4.64969
N 6.67194 -12.56659 8.22735
H 7.17087 -14.31520 6.53114
H 8.56356 -13.27719 6.47887
H 7.50109 -13.20577 5.11929
H 7.25405 -11.31755 6.81827
H 4.54912 -11.25239 6.89019
H 4.56284 -12.76719 6.29477
H 5.08641 -10.08531 3.58264
H 6.33901 -9.84136 4.82198
H 4.66767 -9.40483 5.15116
H 6.36968 -13.50641 8.44059
H 5.93142 -12.02621 8.65130
C 5.57625 -18.80318 1.48215
C 6.36935 -19.39821 2.69774
C 6.32314 -18.54307 3.96210
O 6.63694 -17.18252 3.66608
C 6.26258 -16.21592 4.60591
N 5.74680 -20.66717 2.89061
H 4.65854 -18.32975 1.83115
H 5.32704 -19.52910 0.70817
H 6.20919 -18.05523 1.00461
H 7.42748 -19.55147 2.48564
H 7.08564 -18.91750 4.64511
H 5.42185 -18.63631 4.56797
H 6.27442 -15.17989 4.26738
H 6.95935 -16.24151 5.44374
H 5.30589 -16.42683 5.08379
H 5.65559 -21.08676 1.97643
H 4.79959 -20.34352 3.02528
C 9.00246 -14.73559 11.34480
C 10.06917 -14.27799 10.35351
C 11.27059 -15.15807 10.05838
O 12.31116 -14.42647 9.39257
C 13.36749 -15.25682 8.92479
N 9.30808 -13.84628 9.14882
H 9.42412 -15.29103 12.18251
H 8.30509 -15.36736 10.79467
H 8.35388 -13.96869 11.76823
H 10.36772 -13.35507 10.85068
H 11.04429 -15.95650 9.35169
H 11.57841 -15.55411 11.02609
H 14.01886 -15.47439 9.77124
H 13.91928 -14.76653 8.12278
H 13.04571 -16.20789 8.50049
H 9.83105 -13.14339 8.64630
H 8.38744 -13.46912 9.32280
C 8.84911 -5.73403 4.03881
C 10.13171 -6.39196 3.56283
C 10.17271 -7.92811 3.64009
O 8.90669 -8.54310 3.19946
C 8.84292 -9.90224 3.29995
N 10.45265 -5.97662 2.19855
H 8.02519 -5.85398 3.33534
H 8.92946 -4.64711 4.02347
H 8.54362 -6.03863 5.03981
H 11.09533 -6.25703 4.05409
H 10.47892 -8.25552 4.63364
H 10.95005 -8.23636 2.94092
H 9.52394 -10.34066 2.57051
H 7.84999 -10.22865 2.99065
H 9.02285 -10.37482 4.26556
H 9.68968 -6.21553 1.58139
H 10.50626 -4.96930 2.14847
O 8.96920 -15.93820 7.52041
H 9.19644 -15.27638 8.17355
H 8.08920 -16.22456 7.76502
O 6.04822 -16.46161 8.51730
H 5.30648 -16.10882 8.02578
H 5.64904 -16.93563 9.24681
O 4.15331 -15.20146 6.99389
H 4.51948 -14.42887 6.56347
H 3.49236 -15.52620 6.38241
C 0.58678 -12.98184 4.94701
C 0.50563 -11.50333 5.36119
C -0.44802 -10.76627 4.33498
C -0.99579 -9.40957 4.85041
C -1.63825 -9.55130 6.20962
C -0.69618 -10.20372 7.26543
N -0.16042 -11.45937 6.74478
O 0.57227 -12.16470 7.72050
C 0.33992 -9.24982 7.89957
C -1.73623 -10.63513 8.39762
C 1.88415 -10.83893 5.40894
H 1.41643 -13.51380 5.41262
H 0.73829 -13.17519 3.88505
H -0.37351 -13.44267 5.17847
H 0.08741 -10.44855 3.44029
H -1.36055 -11.31723 4.10736
H -1.73254 -9.07273 4.12113
H -0.20643 -8.67144 4.99244
H -2.66322 -9.92205 6.19932
H -1.71257 -8.50404 6.50260
H 0.61393 -8.60486 7.06467
H -0.15936 -8.73432 8.71998
H 1.21626 -9.73864 8.32521
H -2.27687 -11.54515 8.13746
H -1.19173 -10.93163 9.29412
H -2.38457 -9.79580 8.64919
H 1.90085 -9.82051 5.79707
H 2.38248 -10.94295 4.44513
H 2.44269 -11.33119 6.20507
H 0.18802 -13.04441 7.72954
C 2.65801 -12.57658 12.31601
C 1.87986 -11.34415 11.94473
C 1.68642 -10.41583 13.19573
C 2.90577 -9.58194 13.58861
C 3.39081 -8.79485 12.38711
C 3.60991 -9.68939 11.02894
N 2.51150 -10.67262 10.83007
O 2.70420 -11.37788 9.66568
C 3.61183 -8.67935 9.86667
C 5.02360 -10.33402 11.16063
C 0.42602 -11.73669 11.63549
H 2.81017 -13.28140 11.49857
H 2.21984 -13.12653 13.14888
H 3.62876 -12.20195 12.64067
H 0.83344 -9.75943 13.02345
H 1.49568 -11.04640 14.06413
H 3.66259 -10.19529 14.07762
H 2.50568 -8.83531 14.27459
H 4.34495 -8.32304 12.62185
H 2.68031 -7.98203 12.23682
H 4.58030 -8.19088 9.75908
H 3.49562 -9.11368 8.87372
H 2.81432 -7.94976 10.00734
H 5.76999 -9.54191 11.22049
H 5.14096 -10.76797 12.15362
H 5.35101 -11.00533 10.36675
H -0.15762 -10.84289 11.41508
H -0.13955 -12.35794 12.32995
H 0.51926 -12.25401 10.68061
H 1.93801 -11.16585 9.12754
C 4.00496 -7.45217 -0.68568
C 4.42105 -8.88980 -0.14849
C 4.03439 -9.94519 -1.25733
C 5.00340 -9.94560 -2.41540
C 6.46307 -10.17598 -1.95546
C 6.91279 -9.07760 -0.78052
N 5.85493 -8.95899 0.20801
O 6.26172 -8.09858 1.23972
C 8.14770 -9.65820 -0.13374
C 7.33033 -7.78164 -1.42443
C 3.63670 -9.26474 1.17945
H 2.94085 -7.49346 -0.91824
H 4.50385 -7.16091 -1.61001
H 4.20311 -6.64534 0.01991
H 3.92004 -10.94266 -0.83297
H 3.05584 -9.71019 -1.67601
H 4.94866 -9.02300 -2.99325
H 4.68080 -10.64060 -3.19064
H 7.09461 -10.16044 -2.84374
H 6.62315 -11.13031 -1.45375
H 8.94322 -10.03920 -0.77413
H 8.67481 -8.89107 0.43349
H 7.99501 -10.50177 0.53945
H 6.61386 -7.22290 -2.02658
H 7.61420 -7.08965 -0.63154
H 8.16224 -7.96275 -2.10503
H 3.91823 -8.53914 1.94256
H 3.91592 -10.28933 1.42510
H 2.56643 -9.16440 0.99899
H 6.75218 -8.69172 1.81351
C 9.50781 -8.47462 10.70230
C 9.78615 -8.67343 9.26851
C 8.97232 -7.71931 8.39806
C 9.47448 -6.24512 8.42058
C 11.01482 -6.19843 8.14234
C 11.89716 -7.22764 8.91145
N 11.22921 -8.53771 8.99472
O 11.93202 -9.58231 9.56004
C 13.21124 -7.32337 7.96647
C 12.20532 -6.68849 10.30162
C 9.21048 -10.09026 8.86782
H 10.26493 -9.02241 11.26337
H 8.61926 -8.98585 11.07273
H 9.39341 -7.45219 11.06236
H 8.88844 -8.10007 7.38018
H 7.95126 -7.72430 8.77950
H 9.26709 -5.79671 9.39219
H 8.97305 -5.60852 7.69160
H 11.40188 -5.19800 8.33580
H 11.10705 -6.35174 7.06712
H 13.82580 -8.13612 8.35358
H 13.03665 -7.53538 6.91163
H 13.62389 -6.32425 8.10643
H 11.33125 -6.39242 10.88164
H 12.84771 -7.39834 10.82273
H 12.91660 -5.86341 10.26390
H 8.13567 -10.16750 9.03186
H 9.75865 -10.85892 9.41256
H 9.51729 -10.34949 7.85453
H 11.94796 -10.18672 8.81435
C 10.79271 -12.24513 5.01235
C 11.98698 -13.17242 5.49842
C 12.88928 -13.58489 4.28942
C 13.88313 -12.42794 3.95901
C 14.71461 -11.92494 5.11039
C 13.87371 -11.53336 6.36037
N 12.72731 -12.49170 6.58810
O 11.91640 -12.22978 7.71425
C 14.74175 -11.77243 7.62285
C 13.38015 -10.13051 6.14208
C 11.37639 -14.51139 6.01438
H 10.22101 -12.87118 4.32730
H 11.05977 -11.34066 4.46578
H 10.13787 -12.10842 5.87292
H 13.30237 -14.54021 4.61316
H 12.31072 -13.77230 3.38485
H 13.36387 -11.56541 3.54125
H 14.41507 -12.74512 3.06204
H 15.27852 -11.06781 4.74238
H 15.54740 -12.57425 5.38047
H 15.09967 -12.79343 7.75528
H 15.58478 -11.08444 7.68674
H 14.15822 -11.53223 8.51160
H 12.70532 -9.74107 6.90433
H 14.19970 -9.41301 6.10167
H 12.84703 -10.01486 5.19840
H 10.85964 -14.29600 6.94962
H 12.09323 -15.25845 6.35518
H 10.62197 -14.91918 5.34158
H 12.10340 -13.03500 8.20237
C 2.62002 -6.45466 5.21456
C 3.00984 -5.78763 6.53482
C 3.94151 -6.71811 7.32162
C 5.41378 -6.82543 6.76023
C 6.04188 -5.39884 6.79181
C 5.20482 -4.30263 6.00816
N 3.75411 -4.48019 6.34412
O 2.93634 -3.59343 5.63054
C 5.69485 -2.99599 6.56169
C 5.32364 -4.37969 4.48987
C 1.71593 -5.54437 7.49042
H 3.46727 -6.94597 4.73615
H 1.81853 -7.14281 5.48323
H 2.12997 -5.81294 4.48234
H 3.99896 -6.42553 8.37005
H 3.41806 -7.67363 7.28833
H 5.96977 -7.45952 7.45080
H 5.36804 -7.25698 5.76035
H 6.98590 -5.56119 6.27166
H 6.34946 -5.23526 7.82465
H 5.29788 -2.20295 5.92796
H 6.77775 -2.99643 6.68581
H 5.25203 -2.82564 7.54301
H 5.32966 -5.39288 4.08802
H 6.20230 -3.78074 4.25045
H 4.48981 -3.92086 3.95854
H 1.12998 -6.45111 7.64082
H 2.09732 -5.17155 8.44102
H 1.06811 -4.81606 7.00259
H 3.15452 -2.71539 5.95154

Atomic forces in eV per Å
C -0.505 0.489 -0.948
C 0.019 0.707 -0.872
C 0.116 -1.488 -1.144
O 0.161 1.666 0.014
C 0.609 -1.237 -0.613
N -1.183 0.217 2.346
H -0.078 -0.062 -0.326
H -0.223 0.152 0.341
H -0.175 -0.390 -0.153
H 0.004 0.384 -0.468
H 0.807 0.747 0.732
H 0.332 -0.612 0.399
H 0.112 0.241 0.008
H 0.157 0.108 0.010
H -0.505 -0.428 0.511
H 0.086 -0.606 -0.421
H 0.019 0.405 0.621
C 1.552 1.316 0.405
C -0.346 1.009 -1.672
C 0.777 0.415 0.603
O -0.514 0.033 -1.194
C 0.364 -0.591 1.439
N -0.685 -1.012 1.286
H -0.045 0.046 0.004
H 0.137 -0.251 0.254
H -0.320 0.367 -0.134
H 0.015 0.141 -0.409
H 0.275 -0.198 0.092
H -0.709 0.116 -0.435
H 0.009 -0.306 -0.778
H 0.310 0.030 0.225
H -0.414 -0.112 -0.331
H 0.407 -0.445 -0.051
H -0.745 -0.688 0.577
C -0.106 -1.606 -0.186
C -1.569 2.415 0.137
C -0.377 0.010 -0.426
O -0.278 0.239 -0.043
C 0.223 -0.129 0.361
N 1.239 -0.461 0.061
H -0.028 -0.113 -0.009
H -0.026 -0.525 0.148
H 0.511 0.545 -0.215
H 1.162 0.120 -0.070
H -0.539 -0.388 0.352
H 0.511 -0.179 -0.015
H 0.279 -0.072 -0.067
H -0.105 0.384 0.246
H -0.497 -0.085 0.090
H 0.010 0.187 -0.206
H 0.049 0.133 0.283
C 0.096 0.564 0.505
C 0.408 -1.268 -1.039
C -1.377 -0.460 -1.046
O 0.776 2.632 1.146
C 0.006 -1.661 -0.804
N -0.167 -0.051 -0.436
H 0.050 -0.837 -0.072
H 0.501 0.212 0.353
H -0.034 -0.131 0.022
H -0.386 1.136 0.968
H -0.462 -0.184 0.278
H 0.153 -0.142 -0.050
H 0.315 -0.423 0.004
H -0.198 0.073 -0.017
H 0.202 0.438 0.404
H -0.188 -0.237 -0.234
H 0.196 0.213 0.075
O 0.056 -1.305 -1.120
H -0.024 0.967 0.540
H -0.386 -0.251 0.183
O 0.602 -0.090 0.303
H -0.452 0.236 -0.468
H 0.064 -0.168 0.224
O -0.249 -0.038 0.224
H 0.238 0.213 -0.100
H -0.201 -0.220 -0.132
C 0.065 -0.013 -0.002
C -0.914 0.813 0.320
C 0.139 1.323 1.244
C 0.158 -1.318 0.219
C 1.132 1.183 0.182
C -2.106 -1.606 1.489
N -0.706 -0.244 -2.336
O 0.646 0.594 -0.043
C -0.818 -0.205 -0.722
C 1.485 -0.099 0.063
C -0.045 -0.480 0.536
H -0.134 0.017 0.446
H 0.008 0.614 -0.206
H 0.083 -0.164 0.221
H 0.210 -0.915 -0.263
H 0.376 -0.588 -0.173
H 0.173 0.379 -0.010
H 0.220 0.107 -0.539
H 0.293 -0.560 0.028
H -0.459 0.119 0.636
H 0.491 0.545 0.433
H 0.159 0.442 -0.189
H -0.103 -0.025 -0.293
H -0.282 0.347 -0.467
H 0.105 0.242 0.171
H -0.124 -0.118 -0.070
H -0.425 0.354 -0.631
H 0.226 0.155 0.149
H 0.293 -0.498 -0.286
H -0.161 -0.090 0.061
C 0.807 -0.281 0.668
C -1.301 -0.550 1.611
C 1.389 -0.199 -0.365
C -0.821 0.212 -0.540
C 0.433 -1.246 -1.170
C 0.213 0.541 1.034
N -0.325 3.449 1.052
O 0.382 -1.126 -0.256
C 0.073 -0.339 -0.210
C -0.062 0.665 0.588
C 0.314 0.186 -1.979
H -0.077 0.200 -0.167
H -0.126 0.046 0.022
H 0.254 -0.467 0.082
H 0.012 0.017 -0.021
H -0.509 -0.222 -0.224
H 0.104 0.115 -0.058
H 0.444 -0.106 0.537
H 0.139 0.043 -0.201
H -0.143 -0.099 -0.467
H 0.053 0.319 0.536
H -0.301 -0.538 0.128
H 0.023 0.119 -0.069
H 0.026 0.313 -0.360
H -0.168 -0.621 -0.177
H -0.428 -0.135 0.146
H -0.072 0.110 0.124
H 0.562 0.030 0.272
H -0.535 -0.455 -0.117
H -0.222 -0.347 -0.310
C -0.069 -0.922 0.289
C -0.482 0.826 0.256
C 0.424 0.723 0.389
C 0.858 -0.176 -0.110
C -0.716 1.297 1.504
C -0.540 -1.662 -2.788
N -0.433 -2.047 -0.818
O -0.449 0.656 0.042
C 1.236 -0.214 0.899
C 0.176 0.997 -0.368
C 0.601 0.918 -1.595
H -0.122 0.207 0.143
H 0.134 -0.343 0.014
H -0.042 -0.174 0.260
H 0.344 -0.067 0.190
H -0.209 0.299 0.365
H 0.096 0.497 0.359
H 0.161 -0.593 0.228
H 0.427 0.367 0.333
H -0.382 -0.256 -0.189
H -0.376 0.185 -0.800
H -0.097 0.138 0.319
H -0.621 0.040 0.099
H -0.466 -0.432 0.046
H 0.339 0.075 -0.039
H 0.261 0.052 0.233
H 0.026 -0.256 0.197
H -0.127 0.111 0.263
H -0.069 -0.205 0.021
H 0.165 0.068 0.350
C -0.570 -0.500 2.313
C -0.676 -0.499 -1.318
C 0.040 1.504 -0.083
C 1.143 -0.773 0.386
C -1.298 -0.495 -0.008
C 0.055 -0.160 -1.363
N -1.844 0.766 -2.406
O 0.668 0.080 0.513
C -1.269 -0.026 2.096
C 1.569 0.044 -0.030
C 2.022 0.241 0.146
H 0.406 0.439 0.167
H -0.520 -0.008 -0.438
H 0.423 0.105 -0.161
H 0.354 0.018 -0.213
H -0.180 -0.121 0.168
H -0.056 -0.060 0.190
H -0.110 -0.101 -0.171
H 0.063 0.005 0.122
H 0.217 -0.219 -0.103
H 0.407 0.352 0.086
H -0.497 0.195 0.207
H 0.663 -0.235 -0.277
H 0.104 -0.211 -0.078
H -0.575 -0.505 0.363
H -0.341 0.587 -0.299
H 0.135 0.054 -0.049
H -0.414 -0.081 0.592
H -0.419 0.334 -0.457
H 0.443 -0.787 0.011
C 0.398 -1.844 0.098
C -1.158 0.408 -0.778
C 0.257 1.861 1.219
C -0.635 -1.094 -0.716
C 0.349 -0.377 0.073
C -0.260 -1.635 0.584
N 1.505 -1.378 -1.906
O 0.156 0.773 -0.817
C -0.254 1.355 0.320
C -0.134 1.142 0.296
C -0.381 1.281 1.130
H -0.218 0.091 -0.255
H 0.253 0.048 0.439
H 0.122 0.673 -0.023
H 0.823 0.206 -0.371
H -0.377 -0.056 0.246
H -0.696 0.026 0.224
H 0.823 -0.078 0.294
H -0.265 0.504 0.238
H -0.377 -0.664 0.175
H -0.110 0.022 -0.493
H 0.247 -0.002 -0.297
H -0.172 -0.062 0.061
H -0.098 -0.348 0.185
H 0.243 -0.069 0.038
H -0.011 -0.286 -0.147
H -0.413 0.025 -0.131
H 0.355 -0.004 -0.663
H 0.280 -0.111 -0.092
H -0.178 -0.280 1.071
C -0.471 0.529 -0.319
C -0.219 -0.042 1.823
C 0.972 -0.173 -0.573
C -1.864 1.125 0.723
C -0.392 -2.045 -1.405
C 0.894 -1.759 1.984
N -2.018 0.184 -2.074
O 0.477 -1.574 1.609
C -1.125 0.974 0.184
C -0.138 0.024 -0.474
C 1.401 0.712 -1.449
H -0.156 -0.142 0.076
H 0.333 -0.477 -0.013
H 0.249 0.386 0.104
H -0.096 0.134 -0.020
H 0.192 -0.153 0.089
H 0.090 -0.189 -0.316
H 0.378 -0.028 0.004
H 0.067 0.681 -0.235
H -0.571 0.903 0.038
H 0.655 0.451 -0.086
H -0.144 0.176 -0.404
H 0.181 -0.092 0.227
H 0.578 -0.071 0.221
H 0.220 -0.495 -0.290
H 0.002 0.294 0.344
H 0.461 -0.153 -0.110
H -0.277 0.036 0.009
H -0.028 0.090 0.200
H 0.347 0.711 -0.019

As for the orbital gap (alpha / beta): 6.541 / 2.675 eV. The HOMO energy (alpha / beta) comes out at -9.03 / -9.03 eV. Its spin multiplicity is 2. As for the charge: +1. The calculation puts the electronic energy at -116748.46384 eV.

# 2
C4H3Li2O2Pm | ωB97M-V/def2-TZVPD

Element x y z (Å)
C 0.49237 0.91735 -0.42313
O 1.48738 0.94367 0.39158
Li 3.15969 0.67812 -2.74050
Li 0.29003 1.06789 2.06975
H -0.62254 1.06629 -1.46259
C -0.91627 0.78079 -0.16724
C -1.12874 -0.11842 1.03241
C -0.93714 -1.44910 0.88719
O -0.56708 -2.09596 -0.28865
Pm 1.28904 -1.38311 -0.92581
H -1.44684 1.74005 -0.09351
H -1.09990 -2.14757 1.72049

Atomic forces in eV per Å
C 2.569 -1.274 0.998
O -0.909 -0.071 -0.664
Li 0.189 0.909 -0.327
Li -0.064 0.105 0.281
H -1.994 -1.849 0.672
C 0.542 4.161 -1.614
C 0.621 -2.052 -1.398
C -0.060 -0.266 0.319
O 1.150 0.729 -0.211
Pm -2.187 -0.705 1.889
H 0.040 -0.010 0.347
H 0.104 0.323 -0.291

As for the orbital gap (alpha / beta): 4.846 / 4.949 eV. The HOMO energy (alpha / beta) comes out at -14.89 / -14.57 eV. Its spin multiplicity is 5. As for the charge: +2. The calculation puts the electronic energy at -25232.35635 eV.

Number 2 is which compound?
C4H3Li2O2Pm